1.
The following is a quantum chemistry calculation of a cluster of 2 separate species, C7H12F2OS in total in a non-equilibrium geometry, from OMol25.

Each line ends with the natural charge from an NBO analysis.
Element x y z (Å)
S: 0.292 -0.906 0.230  1.1191
F: -0.063 1.666 -0.814  -0.3255
F: 0.922 1.612 1.110  -0.2964
O: 0.706 -1.153 1.632  -0.9503
C: -2.571 0.472 0.303  -0.1760
C: 1.749 0.055 -0.536  -0.2169
C: 3.016 -0.048 0.244  -0.6323
C: 1.914 -0.046 -2.080  -0.6152
C: -3.052 1.599 -0.164  -0.4081
C: -2.433 0.147 1.766  -0.6943
C: 0.691 0.864 0.021  0.5139
H: 2.928 -0.279 1.275  0.2597
H: 2.178 1.071 -2.310  0.2390
H: 3.791 -0.606 -0.155  0.2252
H: -3.245 0.700 2.227  0.2257
H: -1.488 0.621 2.153  0.2267
H: 3.514 0.896 0.052  0.2264
H: -2.240 -0.917 2.093  0.2353
H: 0.905 -0.226 -2.512  0.2256
H: -2.589 -0.460 -0.310  0.1853
H: 2.517 -0.900 -2.416  0.2389
H: -3.158 2.402 0.458  0.1918
H: -3.253 1.548 -1.190  0.2024

The HOMO energy comes out at -9.21 eV.

2.
The following is a quantum chemistry calculation of a structure of composition C20H19BN6O2Sc in a non-equilibrium geometry, from OMol25.

Each line ends with the natural charge from an NBO analysis.
Element x y z (Å)
Sc: -0.560 -0.563 -0.485  1.8718
O: -0.559 -2.660 -1.155  -0.7054
O: -0.369 -0.961 -2.480  -0.7641
N: -0.518 1.540 -1.100  -0.4513
N: -2.818 -0.367 -0.447  -0.4371
N: -0.045 -0.826 1.762  -0.5397
N: -1.260 2.481 -0.511  -0.2622
N: -3.231 0.889 -0.274  -0.2812
N: 1.726 -0.486 -0.280  -0.5342
C: 1.751 -0.625 3.389  -0.0759
C: 4.431 -0.003 0.181  -0.0885
C: -4.788 -0.199 -1.461  -0.3341
C: 2.565 -0.288 -1.288  0.1014
C: 0.773 -0.781 4.399  -0.0744
C: 0.112 2.094 -2.164  -0.0037
C: -0.362 -2.249 -2.343  0.8163
C: -0.922 -0.978 2.750  0.1207
C: 3.134 -0.377 3.645  -0.1653
C: -0.150 -3.050 -3.542  -0.7275
C: -3.751 -1.043 -1.158  -0.0114
C: -1.115 3.622 -1.146  0.0211
C: 1.265 -0.614 2.063  0.1673
C: 2.221 -0.451 0.999  0.2411
C: -0.561 -0.934 4.076  -0.2480
C: 3.576 -0.259 1.263  -0.0937
C: 4.006 -0.189 2.630  -0.1668
C: -0.236 3.453 -2.228  -0.3362
C: 3.930 -0.029 -1.091  -0.2435
C: -4.420 1.014 -0.873  0.0253
B: -2.371 1.935 0.508  0.1903
H: 5.043 -0.029 2.873  0.2359
H: 4.518 0.190 -1.991  0.2468
H: -1.304 -1.059 4.837  0.2467
H: -3.562 -2.079 -1.377  0.2263
H: 3.431 -0.366 4.675  0.2337
H: -4.932 1.971 -0.814  0.2330
H: -0.865 -2.647 -4.300  0.2687
H: 0.818 -2.763 -3.950  0.2556
H: -1.612 4.510 -0.777  0.2343
H: 1.098 -0.812 5.424  0.2323
H: -2.999 2.831 0.928  -0.0158
H: 0.751 1.502 -2.776  0.2170
H: -0.168 -4.104 -3.390  0.2510
H: -1.756 1.282 1.328  -0.0566
H: 5.458 0.261 0.362  0.2378
H: 0.138 4.170 -2.929  0.2436
H: 2.138 -0.275 -2.279  0.2232
H: -1.951 -1.204 2.464  0.2297
H: -5.700 -0.476 -1.946  0.2465

The HOMO energy comes out at -11.93 eV. The total charge is +1.

3.
The following is a quantum chemistry calculation of an isolated molecule of C4H5N3O in a non-equilibrium geometry, from OMol25.

Each line ends with the natural charge from an NBO analysis.
Element x y z (Å)
O: 0.746 -0.840 0.151  -0.4528
N: -1.497 -1.321 -0.053  -0.4694
N: -2.219 0.772 0.165  -0.3331
N: -0.903 0.984 -0.017  -0.3185
C: -0.548 -0.414 -0.037  0.5572
C: -2.663 -0.589 0.010  0.1402
C: 3.107 -0.074 -0.023  -0.5036
C: 1.681 0.085 -0.061  0.1555
H: 1.408 0.987 -0.053  0.1613
H: -2.861 1.469 -0.136  0.3988
H: 3.728 1.007 -0.073  0.2160
H: 3.645 -0.995 0.306  0.2136
H: -3.624 -1.072 -0.180  0.2347

The HOMO energy comes out at -8.63 eV. Its SMILES is C=COc1nc[nH]n1.

4.
The following is a quantum chemistry calculation of an isolated molecule of C33H38N4O6, from OMol25.

Each line ends with the natural charge from an NBO analysis.
Element x y z (Å)
O: 6.894 -0.352 -0.994  -0.4932
O: 1.262 2.054 -1.818  -0.6161
O: -0.488 -2.796 -1.517  -0.4996
O: 1.202 -4.688 -0.212  -0.4807
O: -3.159 -1.563 3.167  -0.6119
O: 0.274 2.250 2.674  -0.6724
N: 1.146 0.648 1.366  -0.4793
N: -3.017 -0.804 -0.955  -0.4746
N: -0.295 2.482 -0.228  -0.6450
N: -2.741 -0.399 1.259  -0.6231
C: 3.327 0.235 -0.950  -0.1754
C: -3.554 4.149 -1.186  -0.3955
C: 0.464 1.061 2.457  0.7126
C: -1.769 2.025 -2.148  -0.4407
C: 2.085 -2.925 1.105  -0.2230
C: 0.348 -2.441 -0.494  0.2897
C: -0.028 -0.029 3.388  -0.5143
C: -3.342 -2.665 0.513  -0.2846
C: 8.073 0.053 -0.344  -0.2514
C: -3.611 -2.925 -1.852  -0.2794
C: 1.204 -3.360 0.122  0.2129
C: -2.839 2.636 -3.047  -0.3837
C: -4.021 3.123 -2.213  -0.4014
C: 5.559 1.081 0.463  -0.3227
C: 1.818 1.642 0.519  -0.1774
C: -1.299 3.053 -1.116  -0.0462
C: 0.071 -5.072 -0.963  -0.0975
C: -3.044 -1.326 0.267  0.3758
C: 4.298 1.549 0.791  -0.1875
C: -2.445 0.715 3.382  -0.4970
C: 2.087 -1.605 1.510  -0.2486
C: -2.828 -0.537 2.617  0.6930
C: 4.577 -0.236 -1.286  -0.2516
C: 5.709 0.179 -0.583  0.3138
C: 0.916 2.076 -0.657  0.6850
C: 3.171 1.138 0.097  0.0044
C: 0.336 -1.121 -0.069  -0.3015
C: -3.289 -1.586 -1.984  0.0656
C: -1.207 0.437 4.241  -0.3809
C: 1.190 -0.708 0.944  0.2266
C: -0.189 -4.057 -2.074  -0.0957
C: -3.632 -3.467 -0.575  -0.1569
C: -2.479 3.548 -0.285  -0.3908
H: 1.943 2.528 1.156  0.2550
H: -4.397 4.485 -0.579  0.2085
H: -2.480 0.502 0.878  0.4175
H: -3.837 -3.525 -2.719  0.2167
H: 2.775 -1.269 2.269  0.2265
H: -2.248 1.553 2.714  0.2122
H: -4.779 3.567 -2.861  0.2055
H: -0.409 2.646 0.765  0.4235
H: -2.179 1.150 -1.638  0.2284
H: 0.702 -3.982 -2.712  0.1839
H: -2.416 3.476 -3.602  0.1925
H: 4.708 -0.931 -2.100  0.2213
H: -0.334 -0.430 -0.554  0.2470
H: 2.757 -3.645 1.542  0.2300
H: 2.469 -0.087 -1.517  0.2288
H: -3.246 -1.105 -2.952  0.1956
H: 0.808 -0.296 4.040  0.2422
H: -4.473 2.272 -1.699  0.1966
H: 6.410 1.429 1.028  0.2180
H: 8.883 -0.478 -0.843  0.1998
H: -3.176 1.893 -3.770  0.2041
H: 0.289 -6.061 -1.367  0.2032
H: -3.873 -4.510 -0.426  0.2166
H: 8.063 -0.222 0.717  0.1742
H: -2.138 4.289 0.442  0.2111
H: -3.145 5.021 -1.702  0.1969
H: 8.236 1.131 -0.438  0.1765
H: -0.812 -5.123 -0.310  0.1813
H: -1.052 -4.338 -2.678  0.2031
H: -3.277 0.978 4.038  0.2407
H: -0.930 1.349 4.771  0.2273
H: -0.298 -0.919 2.818  0.2343
H: -1.447 -0.339 4.968  0.2233
H: -0.848 3.900 -1.653  0.1916
H: -0.914 1.708 -2.744  0.2345
H: -2.909 2.705 0.265  0.1822
H: 4.198 2.251 1.607  0.2088
H: -3.352 -3.044 1.520  0.2610

The HOMO energy comes out at -8.34 eV. Its SMILES is COc1ccc([C@@H](C(=O)NC2CCCCC2)N(C(=O)CCCC(=O)Nc2ccccn2)c2ccc3c(c2)OCCO3)cc1.

5.
The following is a quantum chemistry calculation of a structure of composition C5H8O, from OMol25.

Each line ends with the natural charge from an NBO analysis.
Element x y z (Å)
O: -1.200 -0.010 0.391  -0.5263
C: 1.100 0.032 -0.765  -0.2764
C: -0.283 -0.772 -0.316  -0.0626
C: 2.258 0.109 0.171  -0.6424
C: -2.211 0.584 -0.403  -0.2589
C: 0.451 0.234 -1.844  0.0532
H: -1.792 1.297 -1.124  0.1985
H: -2.885 1.099 0.286  0.1945
H: 0.217 -1.429 0.400  0.2241
H: 2.723 -0.876 0.310  0.2278
H: -2.782 -0.174 -0.961  0.1678
H: 1.939 0.475 1.151  0.2346
H: 3.024 0.789 -0.214  0.2435
H: -0.766 -1.420 -1.058  0.2225

The HOMO energy comes out at -9.93 eV.

no.,LUMO (eV)
1,0.56
2,-3.82
3,0.68
4,0.66
5,0.97